No. 1
Here is a structure of composition C23H43BCeCl2F4N3O4Si at a distorted geometry from the Open Molecules 2025 dataset. Energies are from ωB97M-V/def2-TZVPD.

```
82
Properties=species:S:1:pos:R:3:forces:R:3
C 4.592 -2.165 -0.057 0.19 -0.35 -0.38
C 4.149 -0.743 0.102 0.17 1.26 -0.30
H 4.584 -2.430 -1.132 -0.04 -0.17 0.48
H 3.937 -2.859 0.490 0.16 0.40 -0.31
H 5.625 -2.315 0.305 -0.31 0.18 -0.15
C 4.935 0.278 -0.295 -0.36 -0.40 0.59
C 6.181 0.066 -1.084 0.59 -0.09 -0.21
H 4.728 1.306 0.018 -0.11 -0.45 -0.34
H 6.015 -0.646 -1.908 0.10 0.07 0.26
H 7.009 -0.320 -0.466 -0.11 0.07 -0.23
H 6.513 1.003 -1.542 0.08 -0.09 0.10
Ce -0.674 -0.153 -1.199 2.68 -0.41 3.24
Cl 0.167 -3.253 1.383 0.08 0.24 -0.14
C -1.052 2.327 1.055 -0.20 -0.24 -0.75
O -1.094 1.886 -0.130 0.02 1.33 1.35
N -1.251 3.605 1.345 0.34 -0.12 -0.17
C -1.268 4.571 0.257 -0.19 0.02 -0.04
C -1.306 4.067 2.732 0.24 -0.23 0.15
H -0.856 1.668 1.905 -0.12 0.09 -0.15
H -1.881 4.162 -0.552 0.13 0.25 0.10
H -0.253 4.770 -0.131 -0.33 -0.10 0.24
H -1.707 5.492 0.648 0.07 -0.06 -0.26
H -1.726 3.263 3.350 0.08 0.27 -0.13
H -1.953 4.951 2.778 0.12 -0.29 0.05
H -0.307 4.319 3.126 -0.33 0.00 -0.25
H -6.080 -1.295 -1.352 0.08 0.10 -0.12
H -5.297 -2.698 1.450 -0.09 0.00 -0.26
C -5.010 -1.121 -1.265 0.12 0.11 0.04
C -5.337 -3.010 0.398 0.12 -0.21 0.36
N -4.460 -2.175 -0.414 0.13 -0.01 -0.12
H -4.827 -0.139 -0.813 -0.06 -0.18 -0.04
C -3.158 -2.275 -0.291 0.61 0.59 -0.31
O -2.377 -1.498 -0.913 -2.10 -1.86 0.63
H -5.012 -4.056 0.336 -0.18 0.25 -0.01
H -2.758 -3.037 0.391 -0.11 0.14 -0.25
H -4.528 -1.147 -2.249 -0.17 -0.04 0.23
H -6.355 -2.917 0.021 0.14 -0.11 0.08
H 3.155 0.049 -2.427 -0.12 0.16 -0.18
H 4.317 3.004 -2.783 -0.18 -0.08 -0.22
C 2.917 0.513 -3.397 0.11 -0.35 0.31
C 3.536 2.965 -3.558 -0.18 -0.07 0.08
N 2.561 1.926 -3.251 -0.82 0.49 -0.04
H 2.092 -0.053 -3.855 0.23 0.34 0.16
C 1.358 2.266 -2.779 0.01 -1.42 0.46
O 0.609 1.413 -2.237 1.25 2.13 -1.65
H 2.997 3.919 -3.557 0.33 -0.09 -0.16
H 1.064 3.328 -2.875 0.16 -0.40 0.17
H 3.805 0.467 -4.029 -0.11 -0.03 -0.01
H 3.992 2.766 -4.532 -0.07 0.18 0.15
O 1.880 -1.355 -0.139 -1.35 1.43 -1.68
C 2.723 -0.591 0.626 0.08 -0.76 1.04
C 2.505 1.921 0.089 -0.01 0.46 -0.18
C 2.353 0.872 0.987 0.40 -0.97 -0.22
H 2.845 1.700 -0.926 -0.37 0.05 0.52
C 2.388 3.256 0.499 0.17 -0.43 -0.11
H 2.772 -1.121 1.600 0.00 0.33 0.47
C 2.041 1.149 2.316 0.18 0.33 0.04
H 2.548 4.059 -0.233 -0.06 -0.25 0.42
C 2.186 3.528 1.852 -0.14 0.18 -0.11
C 1.994 2.475 2.751 0.03 -0.15 0.04
H 1.944 0.305 3.010 -0.04 0.46 -0.20
H 2.210 4.566 2.194 -0.11 -0.33 0.01
H 1.870 2.674 3.813 -0.08 0.08 -0.15
Si 0.711 -4.444 -0.212 -0.96 -1.80 0.04
Cl -0.844 -0.997 -3.513 -0.18 -0.71 -2.32
C -0.574 -4.449 -1.611 0.08 0.21 0.28
C 0.515 -6.123 0.685 0.11 -0.10 -0.19
C 2.311 -4.422 -1.139 0.48 -0.09 -0.05
H -0.618 -3.495 -2.154 -0.07 -0.24 0.04
H -1.581 -4.719 -1.266 0.18 0.11 -0.05
H -0.245 -5.228 -2.320 -0.11 0.28 0.21
H 2.368 -3.476 -1.694 0.27 -0.20 0.21
H 2.252 -5.266 -1.869 -0.02 0.54 0.56
H 3.202 -4.571 -0.501 -0.42 0.17 -0.46
H 1.257 -6.237 1.491 -0.18 0.10 -0.25
H 0.634 -6.976 0.002 0.04 0.15 0.08
H -0.480 -6.217 1.153 0.31 0.17 -0.19
F -1.049 -0.605 1.276 -0.84 0.49 0.39
B -2.301 -0.359 2.060 0.74 -0.18 0.05
F -3.167 0.387 1.238 0.11 -0.26 0.16
F -2.836 -1.602 2.386 -0.03 0.38 -0.13
F -1.921 0.379 3.188 -0.27 -0.25 -0.30
```
Positions in Å, forces in eV/Å.

Values from the calculation:
Energy relative to the best compared isomer or geometry (same formula, charge and spin) in kJ/mol: 244.3
2S+1: 2
Lowest unoccupied orbital energy (spin up / spin down) in eV: 0.128 / 0.129
Net charge: 0
Calculated total energy in eV: -94618.58009
HOMO level (spin up / spin down) in eV: -6.98 / -6.98
Gap between HOMO and LUMO (spin up / spin down) in eV: 7.11 / 7.11


No. 2
Here is a structure of composition C10H16N2PRuSe at a distorted geometry from the Open Molecules 2025 dataset. Energies are from ωB97M-V/def2-TZVPD.

```
31
Properties=species:S:1:pos:R:3:forces:R:3
C 1.172 -3.001 -0.980 1.63 -0.79 0.64
C 1.943 -4.197 -0.484 -1.64 2.18 -0.79
C 1.006 -5.030 0.242 -0.61 1.82 -0.86
C -0.260 -4.395 0.284 0.15 1.68 -0.76
C -0.171 -3.114 -0.492 -1.81 -1.56 0.52
Ru 0.171 -0.586 -0.830 -0.21 -1.76 2.17
P 0.153 0.849 -2.471 0.19 1.07 -3.13
H 1.451 -1.992 -1.537 0.51 -2.38 0.34
H 3.014 -4.427 -0.606 -0.82 0.39 -0.09
H 1.223 -6.022 0.639 0.02 0.43 0.02
H -1.115 -2.502 -0.905 1.94 -1.53 0.90
H -1.159 -4.717 0.839 0.68 0.09 -0.63
H -0.859 0.742 -3.498 0.46 0.41 0.55
H 1.253 0.579 -3.362 -0.42 0.54 0.20
H 0.288 2.291 -2.370 -0.15 -0.93 0.01
C 1.815 1.297 0.760 -0.60 1.13 0.53
N 0.565 2.048 0.824 3.09 0.21 -0.10
C 0.451 3.434 0.842 -0.27 0.15 -0.21
C -0.872 3.725 0.941 0.22 -0.51 0.21
N -1.555 2.515 1.045 -1.73 1.73 0.40
C -2.989 2.348 1.217 0.32 0.23 -0.12
C -0.665 1.480 0.958 -0.89 -1.65 -0.40
Se -1.128 -0.324 1.168 -0.30 -0.54 0.82
H 2.095 0.907 1.753 -0.08 -0.12 -0.41
H 2.578 2.012 0.421 -0.08 -0.53 -0.04
H 1.726 0.436 0.043 0.57 0.44 0.32
H 1.325 4.077 0.778 -0.40 -0.20 0.00
H -1.391 4.671 0.989 0.17 -0.13 0.02
H -3.371 3.135 1.884 0.05 -0.28 -0.21
H -3.510 2.400 0.249 -0.02 -0.01 0.19
H -3.183 1.361 1.660 0.04 0.42 -0.09
```
Positions in Å, forces in eV/Å.

Values from the calculation:
2S+1: 6
Lowest unoccupied orbital energy (spin up / spin down) in eV: 0.475 / -1.840
Net charge: 0
Calculated total energy in eV: -90817.50696
HOMO level (spin up / spin down) in eV: -3.95 / -6.91
Gap between HOMO and LUMO (spin up / spin down) in eV: 4.42 / 5.07


No. 3
Here is a cluster of 2 separate species, C5H14O in total at a distorted geometry from the Open Molecules 2025 dataset. Energies are from ωB97M-V/def2-TZVPD.

```
20
Properties=species:S:1:pos:R:3:forces:R:3
C 2.386 -0.372 -1.096 0.17 -0.11 -0.58
C 1.175 -0.423 -0.188 0.72 -0.96 1.97
C 0.975 -1.884 0.252 -0.30 -0.29 -1.86
O 1.517 0.309 1.021 0.03 0.22 -0.22
H 2.446 -1.283 -1.694 -0.46 0.38 -0.62
H 3.338 -0.467 -0.573 -0.25 0.37 0.75
H 2.447 0.544 -1.683 -0.05 -0.14 -0.21
H 0.222 -0.016 -0.495 0.27 0.07 -1.02
H 1.856 -2.153 0.830 -0.53 -0.22 0.62
H -0.038 -2.116 0.586 0.37 0.31 1.14
H 0.988 -2.543 -0.633 0.33 0.26 -0.05
H 0.769 0.854 1.271 -0.07 0.03 0.07
C -2.336 0.556 0.242 -0.51 -0.10 -0.32
C -3.344 1.654 -0.178 1.25 -0.47 -0.05
H -1.493 0.528 -0.442 0.06 0.21 0.11
H -2.007 0.716 1.266 0.27 -0.03 -0.01
H -2.753 -0.452 0.182 -0.20 0.09 0.19
H -3.785 2.084 0.706 -0.38 0.27 0.07
H -4.089 1.264 -0.845 -0.49 -0.14 -0.16
H -2.791 2.411 -0.736 -0.21 0.25 0.19
```
Positions in Å, forces in eV/Å.

Values from the calculation:
Energy relative to the best compared isomer or geometry (same formula, charge and spin) in kJ/mol: 101.2
Lowest unoccupied orbital energy in eV: 0.892
Net charge: 0
Structure (SMILES): CC(C)O.CC
Calculated total energy in eV: -7458.73641
HOMO level in eV: -10.04
Gap between HOMO and LUMO in eV: 10.93